Record 1
The following is a DFT calculation (ωB97M-V/def2-TZVPD) of a structure of composition C23H22AsBr2LuN6O2S6 at a distorted geometry.

Calculated values
* gap between HOMO and LUMO: 3.86 eV
* energy: -336803.7536 eV
* E_LUMO: 3.4 eV
* charge: -2
* highest occupied orbital energy: -0.49 eV
* relative energy (zero: lowest compared OMol25 entry of this formula, charge and spin): 115.0 kJ/mol

XYZ file:
```
63
Properties=species:S:1:pos:R:3:lowdin_charge:R:1
Lu 1.04455 0.17797 0.99778 1.067
Br -2.51210 -1.48487 -1.08062 0.787
Br -0.67117 -5.61843 -4.30793 0.682
As 4.62935 0.31061 1.15073 -0.564
S 0.32495 -2.34797 2.19720 0.490
S 3.28117 1.06597 -0.46295 -0.228
S 5.39538 1.77947 2.51598 -0.252
S 6.41987 -0.38469 0.24603 -0.291
S -2.26993 -3.05970 2.99877 0.793
S 3.18670 -1.03894 2.11661 -0.181
O -4.24239 3.14433 -3.29006 -0.144
O 0.47239 -1.10834 -0.49416 -0.401
N -1.67297 -0.51372 2.71160 -0.108
N -0.19916 1.89997 -0.12788 0.131
N 2.49902 -2.95554 -0.88497 0.202
N 1.33455 2.40092 2.62468 0.065
N -0.69037 0.42005 2.53963 -0.164
N -1.62454 2.69251 -2.02057 -0.077
C 1.02801 -4.18981 -2.42056 -0.190
C -0.29868 4.07204 3.18747 -0.042
C -2.15681 1.85678 -3.11671 -0.100
C 1.98478 -5.21446 -2.53293 -0.069
C 0.70713 5.01685 3.17944 -0.108
C 2.02236 4.62198 3.06555 -0.044
C 3.14084 -5.13311 -1.80402 -0.023
C 2.26352 3.32600 2.58700 -0.134
C -0.23879 -4.19004 -3.11414 -0.621
C -3.78188 3.91079 -2.19821 -0.223
C 0.23239 -2.14692 -1.24633 -0.352
C -2.26507 4.03277 -2.01198 -0.095
C -3.66697 -2.08773 3.62213 -0.437
C 0.06981 2.69953 2.99174 -0.296
C -0.94710 2.25287 -0.95913 -0.181
C 3.37761 -3.98706 -0.96139 -0.269
C -1.21469 -1.77797 2.69093 -1.202
C 1.32974 -3.10593 -1.51703 -0.136
C -0.86362 1.60755 3.14720 -0.078
C -1.23942 -3.25875 -2.86901 -0.209
C -1.06677 -2.37836 -1.80345 -0.653
C -3.71911 1.81522 -3.10043 -0.169
C 4.67703 -3.87810 -0.24090 -0.055
H -2.08360 4.51904 -1.09570 0.112
H -4.10990 1.28873 -3.99267 0.134
H -1.92347 2.28189 -4.10296 0.128
H 4.62891 -3.15887 0.62732 0.052
H -4.05243 1.41960 -2.13121 0.113
H 3.22480 2.91625 2.30302 -0.027
H -3.36994 -1.71096 4.63616 0.037
H 1.77168 -6.02278 -3.20571 0.054
H -1.89940 4.56321 -2.93631 0.144
H -4.52900 -2.78424 3.76841 0.024
H -1.75639 1.67643 3.86285 0.136
H -4.23218 4.87231 -2.39160 0.119
H -2.10093 -3.35843 -3.47622 0.067
H -4.21572 3.54518 -1.26341 0.124
H 3.85626 -5.94642 -1.87201 0.101
H -1.67847 0.86846 -3.00428 0.118
H 2.83662 5.27414 3.44324 0.116
H 5.53600 -3.63390 -0.79331 0.046
H 0.40331 6.02692 3.36522 0.090
H -1.32817 4.33105 3.30111 0.087
H 4.86750 -4.94065 0.03512 0.076
H -3.92509 -1.27075 2.91783 0.027
```

---

Record 2
The following is a DFT calculation (ωB97M-V/def2-TZVPD) of a cluster of 13 separate species, C29H77NO12P in total at a distorted geometry.

Calculated values
* gap between HOMO and LUMO: 7.61 eV
* energy: -66664.9263 eV
* E_LUMO: -3.4 eV
* charge: +1
* highest occupied orbital energy: -11.06 eV

XYZ file:
```
120
Properties=species:S:1:pos:R:3:lowdin_charge:R:1
P -2.24408 -2.04475 5.07525 1.007
O 0.58448 1.38128 -5.09736 -0.049
O -6.49661 2.25996 -1.45159 -0.053
O 0.73231 3.89189 -6.74308 -0.057
O -4.11045 -4.05150 1.11077 -0.047
O -0.18430 -4.07528 -4.31348 -0.054
O 5.46385 1.10214 -3.76314 -0.046
O 6.66483 2.93037 -0.97391 -0.049
O 6.36294 0.84765 2.81982 -0.047
O -5.84086 -2.33136 -0.72452 -0.052
O 1.65462 -4.98121 -6.21253 -0.061
O 4.74329 -3.55632 -1.82454 -0.039
O -4.20447 1.81543 5.39773 -0.054
N 0.79204 -1.05320 2.42677 0.043
C 2.63913 1.21298 -1.70313 -0.323
C 1.02851 0.23650 4.37991 0.015
C -3.68377 -1.16720 4.33541 -0.380
C -1.05106 3.41119 0.17626 -0.225
C -2.28692 3.16883 -2.01689 -0.213
C 1.19462 2.40889 1.54597 -0.203
C -3.27908 2.12547 -2.47657 -0.250
C 1.48697 -0.11088 3.11029 -0.144
C -1.12659 -4.55993 4.47111 -0.150
C -2.43522 -3.76235 4.46423 -0.419
C -1.19545 3.23248 1.68893 -0.194
C 1.91226 2.54369 -1.81817 -0.036
C 2.11442 0.12316 -2.26311 -0.097
C -3.68599 -1.24908 2.79929 -0.143
C 0.15264 3.10314 2.40154 -0.192
C 0.21265 -1.00455 0.00550 -0.127
C 2.66211 -1.26082 -2.09182 -0.161
C 2.50722 2.06666 2.26715 -0.147
C 3.93898 1.24833 -0.96565 -0.059
C 0.22952 -1.83869 -1.27960 -0.357
C -0.08990 -0.33750 4.93653 -0.034
C 2.71546 0.58138 2.62032 -0.116
C -0.68443 -3.06226 -1.10922 -0.051
C 1.61812 -2.33785 -1.65926 -0.165
C -0.31406 -1.63995 2.96812 -0.006
C -0.79329 -1.30515 4.22866 -0.320
C -2.92349 1.64050 -3.90526 -0.086
C 1.16213 -1.52472 1.07626 -0.091
C -2.39602 3.55005 -0.53132 -0.184
H -0.51777 2.57400 -0.26018 0.064
H 7.19531 2.20971 -0.61876 0.048
H -5.16692 -2.57427 -0.07989 -0.015
H -0.79813 -2.39511 2.37552 0.126
H 6.24689 0.53517 3.72243 0.037
H 1.08480 -2.60567 1.09975 0.126
H 3.33285 2.39588 1.65197 0.100
H 0.44618 0.02938 -0.23090 0.091
H -0.59916 -4.46750 3.52796 0.053
H -1.71796 4.10613 2.07102 0.115
H -4.54842 -1.65177 4.77532 0.081
H 0.77769 1.55072 1.02754 0.089
H -0.00678 2.57176 3.33935 0.093
H 0.51063 4.08852 2.68244 0.120
H -3.29886 1.24774 -1.83190 0.101
H -3.61311 2.01730 -4.64886 0.073
H 3.23279 0.07473 1.81691 0.090
H 1.48142 -3.01651 -2.49439 0.095
H 1.92378 2.87230 -2.85139 0.081
H 0.16955 2.16340 -4.71768 0.019
H -3.38360 -4.25673 0.51177 0.045
H -0.40932 -3.57215 -0.18386 0.074
H 3.39807 0.57985 3.46501 0.118
H 1.23413 0.25274 -2.87627 0.098
H -0.15992 0.84336 -5.38689 0.050
H 2.41509 3.28558 -1.21054 0.077
H 3.07630 -1.56616 -3.05010 0.113
H 4.63651 -3.98879 -0.97180 0.040
H -3.64871 -0.13992 4.68491 0.030
H 2.40063 -4.47214 -6.54359 0.042
H -0.48503 -3.74800 -1.91847 0.056
H 5.55640 2.01560 -3.47220 0.030
H 5.72189 0.35427 2.30075 0.014
H 1.11674 3.14639 -6.26601 -0.002
H 3.79959 1.18923 0.11503 0.050
H -0.24957 -3.26144 -4.82545 0.058
H 1.03734 4.67612 -6.27757 0.034
H -1.72732 -2.76806 -1.05747 0.079
H 2.06813 -2.93336 -0.86995 0.099
H 1.53321 -4.68119 -5.30166 -0.002
H -3.55063 2.40251 5.00359 0.038
H -6.91221 1.93271 -0.64769 0.035
H -2.44307 4.05352 -2.62884 0.121
H -4.27687 2.53839 -2.51377 0.082
H -1.84666 2.37764 1.87703 0.103
H -2.92361 0.55900 -3.98302 0.065
H 4.52746 0.90607 -3.64696 0.014
H -3.10090 -4.22761 5.18380 0.077
H 2.53483 2.63699 3.18963 0.115
H 1.45886 3.12204 0.77241 0.093
H 1.58402 0.96358 4.94615 0.135
H -4.67911 -1.33432 2.37679 0.071
H -0.50409 -4.29313 5.31798 0.067
H -2.72079 4.58221 -0.44083 0.114
H -0.19073 -1.24115 -2.07983 0.132
H 4.07909 -3.96985 -2.38502 0.038
H -1.27866 2.80943 -2.22013 0.083
H -1.92227 1.98151 -4.14209 0.032
H 7.03756 3.72080 -0.57088 0.045
H -3.14555 2.93588 -0.03816 0.106
H -5.94340 -1.38172 -0.60843 0.031
H -0.40823 -0.07200 5.93134 0.115
H 4.48258 2.15561 -1.18502 0.059
H -0.79548 -1.00893 0.41964 0.115
H 2.18501 -1.30246 0.82066 0.120
H 4.59215 0.42940 -1.23919 0.076
H -3.15107 -0.39615 2.39305 0.061
H 3.48984 -1.29621 -1.40048 0.081
H -4.41149 2.22158 6.24612 0.051
H -1.38015 -5.60787 4.57794 0.072
H -2.94451 -3.83875 3.50685 0.051
H -7.01170 1.85536 -2.15686 0.042
H -3.14327 -2.13693 2.49616 0.011
H -0.39802 -4.76695 -4.95206 0.053
H -4.89371 -4.36236 0.63952 0.054
H -0.49651 4.33478 0.02583 0.131
H 0.88890 2.40886 -1.48882 0.037
```

---

Record 3
The following is a DFT calculation (ωB97M-V/def2-TZVPD) of a structure of composition C16H27GaN5O2 at a distorted geometry.

Calculated values
* gap between HOMO and LUMO: 6.50 eV
* energy: -80942.4714 eV
* E_LUMO: 2.1 eV
* charge: -1
* highest occupied orbital energy: -4.43 eV
* relative energy (zero: lowest compared OMol25 entry of this formula, charge and spin): 254.1 kJ/mol

XYZ file:
```
51
Properties=species:S:1:pos:R:3:lowdin_charge:R:1
Ga 3.17187 -0.68308 -1.64779 0.232
O 0.24297 1.18255 -2.10284 -0.022
O 2.26471 -2.11540 -0.80505 -0.370
N 3.25208 -3.03672 2.77244 0.137
N -1.81853 4.05373 2.49141 -0.016
N 0.27615 -1.08426 -2.87656 -0.131
N -3.30328 4.57374 3.00284 0.044
N -1.57635 -1.80903 0.82170 0.112
C -2.01778 0.40855 -2.70240 -0.032
C 4.18722 -1.08965 4.38054 -0.066
C 2.62501 -0.33112 -3.60494 -0.266
C -5.69612 4.81556 4.24684 -0.070
C 3.66545 -2.17740 3.48497 -0.224
C -1.97578 3.17428 1.65578 -0.198
C 0.31561 -1.92425 2.73742 -0.078
C 3.08748 1.05533 -0.50861 -0.225
C -0.41420 0.17538 -2.56291 -0.356
C 1.20583 -0.96810 -4.04809 -0.256
C -0.73949 -1.85998 1.66860 -0.227
C 0.10904 -3.69407 -2.91709 -0.103
C -0.65612 -2.24696 -2.97744 -0.241
C -2.16911 2.09403 0.62742 -0.086
C -4.36692 4.68116 3.55443 -0.094
C 2.70634 2.18776 0.07035 -0.119
H -0.28355 -4.35534 -3.78951 0.066
H -2.18108 1.55205 -2.77013 0.089
H -1.35918 -2.22810 -3.88788 0.104
H 3.35491 -0.58066 4.87034 0.073
H 1.24968 -3.57829 -3.11690 0.075
H 1.41702 -1.95107 -4.59717 0.109
H 1.01662 -2.73156 2.52016 0.036
H 0.70870 -0.25405 -4.82741 0.116
H -5.54360 4.97448 5.31620 0.073
H -3.21266 2.07279 0.29780 0.059
H 1.38163 -1.78069 -0.48982 -0.032
H -6.28516 3.90723 4.10224 0.073
H 4.84139 -1.51776 5.14240 0.071
H -0.03008 -4.23345 -1.91721 0.070
H 4.74169 -1.10582 -1.68139 -0.075
H -1.52707 2.28326 -0.23606 0.058
H -6.24422 5.66488 3.83512 0.072
H -2.37912 -0.16127 -3.63124 0.070
H -0.14997 -2.10817 3.70796 0.073
H -2.47868 0.04546 -1.71736 0.072
H 2.53788 0.81564 -3.79091 0.053
H -1.91189 1.12315 1.05576 0.054
H 0.86184 -0.97980 2.77721 0.079
H -1.30769 -2.22225 -2.01205 0.104
H 3.44635 -0.77659 -4.27335 0.034
H 2.20818 3.10772 0.55986 0.001
H 4.75202 -0.36382 3.79232 0.082
```

---

Record 4
The following is a DFT calculation (ωB97M-V/def2-TZVPD) of an isolated molecule of C4H7NO.

Calculated values
* gap between HOMO and LUMO: 8.49 eV
* energy: -7792.6699 eV
* E_LUMO: 0.7 eV
* charge: 0
* highest occupied orbital energy: -7.81 eV
* relative energy (zero: lowest compared OMol25 entry of this formula, charge and spin): 672.9 kJ/mol

XYZ file:
```
13
Properties=species:S:1:pos:R:3:lowdin_charge:R:1
O -0.55964 1.30866 1.44549 -0.090
N 0.91983 -1.19331 -0.90271 0.021
C -0.86964 2.17567 0.52998 -0.093
C 0.54102 -0.45510 0.29758 -0.335
C 0.38885 1.02896 0.03535 -0.112
C -0.39017 -1.43073 -0.29974 -0.134
H -0.04008 1.10158 -0.97818 0.125
H -1.91442 1.95838 0.14280 0.046
H 1.30812 1.59393 0.13862 0.118
H -0.56194 -2.35781 0.24241 0.107
H 1.00781 -0.71674 1.24491 0.145
H -1.23775 -1.08251 -0.88696 0.107
H 1.56944 -1.94262 -0.68358 0.095
```

---

Record 5
The following is a DFT calculation (ωB97M-V/def2-TZVPD) of a structure of composition C28H27IMoO5PS2.

Calculated values
* gap between HOMO and LUMO (spin up / spin down): 5.44 / 5.90 eV
* multiplicity: 2
* energy: -80615.0924 eV
* E_LUMO (spin up / spin down): -8.5 / -8.1 eV
* charge: +2
* ⟨S²⟩: 0.774
* highest occupied orbital energy (spin up / spin down): -13.95 / -13.96 eV
* relative energy (zero: lowest compared OMol25 entry of this formula, charge and spin): 41.7 kJ/mol

XYZ file:
```
65
Properties=species:S:1:pos:R:3:lowdin_charge:R:1
I 1.83858 1.29578 2.32862 1.263
Mo -0.34301 0.57245 0.82405 1.099
S -0.29932 -1.52747 1.99815 0.358
S -2.14893 -0.60958 -0.39967 0.499
P -1.60731 -2.26950 0.59869 -0.022
O -0.44417 1.75076 -0.61122 -0.276
O -2.74750 -3.03900 1.30540 -0.286
O -0.57295 2.00535 -2.84069 0.248
O -0.89635 -3.25478 -0.36460 -0.312
O 1.10849 -0.15789 -0.74658 -0.195
C -1.61941 2.92343 4.29948 -0.143
C 0.20553 3.22049 5.86504 -0.025
C -1.27797 1.77863 2.13089 -0.321
C -0.02290 1.51301 -1.92482 -0.462
C 1.21836 -0.24562 -3.19477 -0.167
C 1.08238 2.60210 4.95683 -0.090
C 2.48371 1.49481 -1.82510 -0.174
C 0.71913 -2.32886 -4.28518 -0.054
C -2.61098 2.08446 1.81531 -0.072
C -4.17538 -2.66149 1.39154 -0.214
C -4.91092 -3.14271 0.17026 -0.057
C 2.43091 2.83655 -1.46101 -0.025
C -0.45866 -4.61936 0.02142 -0.199
C -2.97136 3.13454 3.93553 0.049
C -1.11448 3.38116 5.53813 0.021
C 1.23428 0.64469 -1.96854 -0.296
C 1.14037 -1.79958 -5.49453 -0.052
C 1.63701 0.28746 -4.40950 -0.009
C 3.60730 3.54669 -1.26025 -0.049
C 3.71999 0.86979 -1.98604 -0.021
C -3.45542 2.73999 2.71160 -0.025
C -0.76338 2.26868 3.38178 -0.246
C 1.04513 -4.67289 0.00572 -0.057
C 0.74821 -1.55224 -3.13444 -0.023
C 4.89128 1.57810 -1.76869 -0.043
C 1.59362 -0.48866 -5.55559 -0.038
C 0.57655 2.15486 3.76812 -0.564
C 4.83500 2.91828 -1.40709 -0.051
H 0.58873 3.57483 6.81151 0.128
H -4.47991 2.94601 2.43483 0.126
H -1.79064 3.87152 6.22679 0.134
H 5.74939 3.47640 -1.25720 0.118
H 1.36622 -5.68769 0.24150 0.098
H -4.79035 -4.21745 0.04292 0.094
H -0.88096 -4.85939 0.99612 0.119
H -5.97398 -2.93285 0.29188 0.098
H 0.36021 -3.34856 -4.23669 0.111
H 1.43100 -4.41546 -0.98034 0.084
H -3.01060 1.80856 0.84733 0.082
H 1.99522 1.30783 -4.46194 0.134
H 1.90321 -0.70072 -0.64282 0.134
H -3.62053 3.64603 4.63630 0.138
H 3.76756 -0.16232 -2.31655 0.131
H 1.48316 3.35291 -1.35866 0.121
H 2.13017 2.49376 5.20366 0.117
H 1.91789 -0.06924 -6.49819 0.119
H -4.56827 -2.63271 -0.73126 0.073
H -0.90722 -5.26685 -0.72645 0.133
H 1.11454 -2.40595 -6.38971 0.116
H 0.39631 -1.97291 -2.20249 0.085
H -4.22554 -1.58030 1.51397 0.101
H 1.47254 -4.00167 0.75128 0.070
H 3.56213 4.59629 -1.00239 0.117
H 5.84779 1.09168 -1.90461 0.118
H -4.51349 -3.14421 2.30296 0.131
```